(1)
ORCA calculation (ωB97M-V/def2-TZVPD) on C34H32IN6O3S2Sn as an isolated structure.

## Properties
2S+1: 1
Orbital gap in eV: 7.7
Energy above the lowest of the compared OMol25 structures with the same formula, charge and spin in kcal per mole: 0.0
Total charge: +1

```
79
C34H32IN6O3S2Sn ωB97M-V/def2-TZVPD
Sn 0.7524 -0.4692 -0.0824
C -1.5645 3.0893 -2.1547
C -0.6699 2.2879 -1.2591
N -0.5804 1.0011 -1.3794
N -1.3694 0.4708 -2.3865
C -1.3774 -0.8027 -2.4695
S -0.4996 -1.9716 -1.4841
S -2.3120 -1.6517 -3.6743
C -3.4785 -0.3643 -4.2315
C -4.7458 -0.3418 -3.4273
C -4.8027 0.2888 -2.1876
C -5.9706 0.2710 -1.4424
C -7.0976 -0.3787 -1.9259
C -7.0508 -1.0067 -3.1612
C -5.8805 -0.9880 -3.9057
C 0.1204 2.9620 -0.2243
C 0.4800 4.3106 -0.3600
C 1.1897 4.9682 0.6220
C 1.5279 4.2902 1.7906
C 1.1859 2.9623 1.9545
C 0.5070 2.2801 0.9428
O 0.1998 0.9945 1.1439
H -2.5704 2.6740 -2.1344
H -1.2271 3.0224 -3.1906
H -1.6070 4.1278 -1.8474
H -3.6845 -0.6251 -5.2692
H -2.9458 0.5840 -4.2200
H -3.9239 0.7917 -1.8059
H -6.0044 0.7700 -0.4826
H -8.0099 -0.3907 -1.3450
H -7.9258 -1.5113 -3.5486
H -5.8513 -1.4756 -4.8730
H 0.2126 4.8440 -1.2623
H 1.4635 6.0054 0.4911
H 2.0660 4.8000 2.5790
H 1.4396 2.4264 2.8608
C 4.7780 0.9480 1.5041
C 3.7416 0.6222 2.5340
N 3.8848 1.0955 3.7524
C 2.9595 0.8139 4.6818
C 1.8586 0.0220 4.4531
C 0.8789 -0.2504 5.5670
O 0.7357 -1.6375 5.8546
C 1.6762 -0.4875 3.1490
C 0.6125 -1.4288 2.8671
N 0.2534 -1.7935 1.6831
C -0.5722 -2.9541 1.5774
C -1.8399 -2.9845 2.1373
C -2.6379 -4.1084 1.9857
C -2.1698 -5.2029 1.2789
C -0.8930 -5.1896 0.7327
C -0.0977 -4.0682 0.8860
I 1.8505 -4.0723 0.1116
C 2.6202 -0.1647 2.1652
O 2.5380 -0.5662 0.9077
H 5.4865 1.6575 1.9232
H 5.3122 0.0462 1.1962
H 4.3172 1.3742 0.6101
H 3.1233 1.2454 5.6630
H 1.1859 0.3021 6.4584
H -0.1188 0.1002 5.2978
H 1.5625 -1.9615 6.2278
H 0.1885 -1.9518 3.7234
H -2.2061 -2.1138 2.6666
H -3.6303 -4.1216 2.4146
H -2.7943 -6.0761 1.1513
H -0.5172 -6.0503 0.1978
C 5.4027 -0.6785 -3.2208
N 4.1646 -0.1105 -2.6992
C 3.6634 1.1401 -2.9671
C 2.4970 1.2452 -2.2804
N 2.2863 0.0682 -1.5994
C 3.3130 -0.7192 -1.8704
H 5.8925 0.0723 -3.8337
H 5.1858 -1.5512 -3.8323
H 6.0612 -0.9505 -2.3991
H 4.1746 1.8333 -3.6102
H 1.8152 2.0714 -2.2221
H 3.4621 -1.7095 -1.4740
```


(2)
ORCA calculation (ωB97M-V/def2-TZVPD) on C29H35CrF3N4O2P2 as an isolated structure.

## Properties
2S+1: 5
Orbital gap (alpha / beta) in eV: 5.9 / 6.4
<S²>: 6.2028
Energy above the lowest of the compared OMol25 structures with the same formula, charge and spin in kcal per mole: 0.0

```
76
C29H35CrF3N4O2P2 ωB97M-V/def2-TZVPD
Cr 1.0154 -0.8931 -2.3090
C 1.9265 -0.6014 -4.0689
C 2.2372 0.4919 -3.1438
C 1.6761 1.8808 -3.2778
C 0.1304 1.9663 -3.5009
C -0.6756 0.9298 -2.8098
C -0.7960 -0.4608 -3.1320
C -0.6395 -0.8531 -4.5893
C 0.8214 -0.5661 -5.1067
C -1.9305 -0.7982 1.9649
H 2.7391 -1.2682 -4.3614
H 3.2520 0.5520 -2.7269
H 2.2044 2.4252 -4.0867
H 1.8552 2.4275 -2.3391
H -0.2259 2.9454 -3.1338
H -0.0861 1.9942 -4.5756
H -1.5909 1.3438 -2.3278
H -1.6653 -0.9557 -2.6827
H -1.3760 -0.2691 -5.1809
H -0.8615 -1.9380 -4.6780
H 1.0288 -1.3367 -5.8743
H 0.8715 0.4202 -5.6067
H -1.3167 -1.5374 1.4219
H -2.9355 -1.2283 2.0879
H -1.4951 -0.6193 2.9506
P -1.9915 0.6909 1.0142
P 1.2440 -0.3247 1.8354
N -3.0916 0.2871 -0.2282
N -2.7070 1.8590 1.9400
N 1.8106 -1.2711 0.4374
N 2.6893 0.1502 2.6432
C -0.5102 1.4188 0.2804
C 0.9011 1.1904 0.8719
C -3.3863 -1.0253 -0.6462
C -4.4266 -0.9703 -1.5545
C -4.7346 0.4123 -1.7722
C -3.8813 1.1688 -0.9871
C -3.8509 1.5828 2.7075
C -4.1323 2.7052 3.4555
C -3.1421 3.7057 3.1449
C -2.2747 3.1628 2.2102
C 1.0145 -2.2416 -0.2402
C 1.8256 -2.7902 -1.2768
C 2.9487 -1.8958 -1.4457
C 2.7747 -0.8599 -0.5215
C 4.0128 0.3172 2.2290
C 4.8244 0.3701 3.3503
C 3.9709 0.3183 4.4989
C 2.6743 0.2379 4.0505
H -0.6761 2.5084 0.2089
H -0.5072 1.0636 -0.7684
H 1.6404 1.2413 0.0516
H 1.1450 2.0266 1.5435
H -2.8684 -1.8787 -0.2324
H -4.9285 -1.8200 -1.9939
H -5.5113 0.7830 -2.4193
H -3.7957 2.2370 -0.8519
H -4.3341 0.6212 2.6363
H -4.9388 2.8023 4.1607
H -3.0861 4.6893 3.5725
H -1.4069 3.5668 1.7123
H 0.1333 -2.6745 0.2171
H 1.7078 -3.7482 -1.7736
H 3.7510 -1.9776 -2.1691
H 3.4651 -0.0549 -0.3324
H 4.2826 0.4071 1.1924
H 5.9018 0.4273 3.3571
H 4.2711 0.3295 5.5381
H 1.7448 0.1837 4.5958
F 0.9137 -4.9463 4.2174
C 1.2469 -3.6449 4.2946
F 0.7288 -3.1398 5.4472
F 2.6046 -3.5466 4.3823
C 0.6964 -2.8255 3.0807
O -0.0842 -3.2863 2.2773
O 1.1788 -1.5940 3.1446
```


(3)
ORCA calculation (ωB97M-V/def2-TZVPD) on an isolated ion of composition C10H12NO3 and charge -1.

## Properties
2S+1: 1
SMILES: C=CC[C@](C#CC)(NC(C)=O)C(=O)[O-]
Orbital gap in eV: 8.0
Energy above the lowest of the compared OMol25 structures with the same formula, charge and spin in kcal per mole: 0.0
Total charge: -1

```
26
C10H12NO3 ωB97M-V/def2-TZVPD
C -0.8367 -2.6559 -0.8326
C 0.0222 -2.1917 -0.0019
C 1.3086 -1.5795 -0.4228
C 1.3023 0.0039 -0.2361
C 0.8012 0.4419 1.1452
C 0.5956 0.7650 2.2682
C 0.0477 1.2316 3.5879
N 0.6154 0.7482 -1.2295
C -0.7272 0.9570 -1.2846
C -1.0591 1.9241 -2.4498
O -1.5285 0.4401 -0.5402
C 2.8628 0.4283 -0.4011
O 3.0417 0.8216 -1.5815
O 3.5880 0.2190 0.5620
H -1.7670 -3.1456 -0.7322
H -0.4809 -2.7660 -1.9255
H -0.2238 -2.0294 1.0808
H 2.2765 -2.0596 0.0719
H 1.4885 -1.7777 -1.4649
H -1.0915 0.9807 3.4477
H 0.5533 0.7113 4.4131
H 0.3324 2.3556 3.5995
H 1.3102 1.1857 -1.8016
H -0.8780 3.0938 -2.2754
H -0.6167 1.5733 -3.3425
H -2.1498 1.9235 -2.4582
```


(4)
ORCA calculation (ωB97M-V/def2-TZVPD) on C23H15Cl4N3O2Os as an isolated structure.

## Properties
2S+1: 1
Orbital gap (alpha / beta) in eV: 5.6 / 5.6
Total charge: +2

```
48
C23H15Cl4N3O2Os ωB97M-V/def2-TZVPD
Os 0.3912 -0.5601 -0.0894
C -1.9615 -2.2262 -2.0135
C -2.2805 -2.1663 -0.5510
C -3.5056 -2.6575 -0.1022
C -3.7834 -2.7060 1.2436
C -2.8289 -2.2433 2.1419
C -1.6564 -1.7156 1.6616
N -1.3848 -1.6682 0.3207
C -0.6121 -1.1641 2.5484
C -0.6820 -1.0846 3.9261
C 0.3634 -0.4919 4.6171
C 1.4486 0.0213 3.9234
C 1.4723 -0.0881 2.5467
N 0.4626 -0.6907 1.8954
C 2.5258 0.4398 1.6569
C 3.6527 1.0626 2.1318
C 4.5756 1.5763 1.2281
C 4.3516 1.4087 -0.1191
C 3.2227 0.7251 -0.5650
C 3.0397 0.4776 -2.0298
N 2.3056 0.2747 0.3150
H -2.4207 -3.1104 -2.4506
H -0.8920 -2.2630 -2.1933
H -2.3715 -1.3556 -2.5311
H -4.2205 -3.0171 -0.8289
H -4.7184 -3.1150 1.6014
H -3.0158 -2.2977 3.2037
H -1.5379 -1.4639 4.4630
H 0.3255 -0.4157 5.6952
H 2.2511 0.5070 4.4572
H 3.8265 1.1563 3.1932
H 5.4623 2.0846 1.5820
H 5.0555 1.7867 -0.8469
H 4.0048 0.4782 -2.5306
H 2.4339 1.2681 -2.4781
H 2.5497 -0.4734 -2.2166
Cl -3.0757 4.3943 -3.3547
C -2.0989 3.0627 -2.9747
C -1.5207 2.2743 -4.0404
Cl -1.8152 2.7048 -5.6462
C -0.7333 1.1734 -3.7591
Cl -0.0343 0.2296 -5.0012
C -0.5108 0.8181 -2.4268
O 0.1914 -0.1869 -2.0478
C -1.0742 1.6028 -1.3545
O -0.8201 1.2296 -0.1629
C -1.8671 2.7408 -1.6641
Cl -2.4901 3.6636 -0.3738
```


Per-record maximum force, Eh/bohr: 0.010, 0.105, 0.095, 0.043